Record 1
One molecule with the formula C5H9NO. Source: the Open Molecules 2025 dataset; level of theory: ωB97M-V/def2-TZVPD.

Output
**ΔE to the lowest compared entry with this formula, charge and spin**: 3.592 eV
**Gap between HOMO and LUMO**: 7.9 eV
**Total charge**: 0
**Calculated total energy**: -325.8056 Ha
**HOMO level**: -7.025 eV
**LUMO level**: 0.9 eV
**Maximum force**: 0.428 eV Å⁻¹

Cartesian coordinates (Å):
C  1.5892  -1.0872  -0.1016
C  0.8936  0.2670  -0.0435
O  1.8795  1.2654  -0.1901
C  -0.3437  0.3530  -1.0031
N  -1.1836  0.2608  0.2247
C  -2.4478  -0.0856  0.3759
C  -0.1258  0.4471  1.0416
H  0.8513  -1.8996  -0.1337
H  2.2168  -1.2143  0.7851
H  2.2276  -1.1450  -0.9874
H  1.4945  2.0747  0.1748
H  -0.5338  -0.4824  -1.6882
H  -0.4437  1.3168  -1.5125
H  -2.7471  -0.3804  1.3759
H  -3.1598  -0.0022  -0.4389
H  -0.1673  0.3119  2.1211

***

Record 2
A 2-piece molecular cluster, C3H7N2O overall in a non-equilibrium geometry. Source: the Open Molecules 2025 dataset; level of theory: ωB97M-V/def2-TZVPD.

Output
**ΔE to the lowest compared entry with this formula, charge and spin**: 2.229 eV
**Gap between HOMO and LUMO**: 10.4 eV
**Total charge**: +1
**Calculated total energy**: -302.9581 Ha
**HOMO level**: -14.633 eV
**LUMO level**: -4.2 eV
**Maximum force**: 4.925 eV Å⁻¹

Cartesian coordinates (Å):
C  -0.0773  0.8511  -0.4082
C  0.4091  1.5728  0.6779
N  1.1816  0.7941  1.5136
C  0.9241  -0.5236  1.1385
N  0.1757  -0.4765  0.0291
H  -0.3730  1.0023  -1.4151
H  0.1905  2.6601  0.8849
H  2.0385  0.9093  2.0204
H  1.2768  -1.1615  1.9491
H  -0.7799  -0.9454  -0.0532
H  -2.3254  -2.4254  -2.1515
H  -2.4347  -0.9031  -2.6732
O  -1.8286  -1.5952  -2.2262

***

Record 3
One molecule with the formula C13H15N3O3S in a non-equilibrium geometry. Source: the Open Molecules 2025 dataset; level of theory: ωB97M-V/def2-TZVPD.

Output
**ΔE to the lowest compared entry with this formula, charge and spin**: 0.437 eV
**Gap between HOMO and LUMO**: 8.2 eV
**SMILES**: CCOc1ccc(NC(=O)[C@H]2CC(=O)N=C(N)S2)cc1
**Total charge**: 0
**Calculated total energy**: -1292.5925 Ha
**HOMO level**: -7.890 eV
**LUMO level**: 0.3 eV
**Maximum force**: 1.169 eV Å⁻¹

Cartesian coordinates (Å):
C  -6.4939  -0.6264  -0.4544
C  -5.0110  -0.9243  -0.2976
O  -4.3221  0.3101  -0.3105
C  -2.9710  0.3132  -0.1635
C  -2.3587  1.5681  -0.1673
C  -0.9944  1.6961  -0.0256
C  -0.2058  0.5590  0.1266
N  1.1916  0.6013  0.2657
C  1.9809  1.6790  0.4571
O  1.6122  2.8322  0.5021
C  3.4799  1.3579  0.5888
C  3.8436  0.2786  1.6035
C  3.4891  -1.1208  1.0944
O  2.7052  -1.8455  1.6639
N  4.1470  -1.4910  -0.0351
C  4.5976  -0.7030  -0.9295
N  5.4321  -1.1366  -1.8811
S  4.1490  1.0084  -1.0965
C  -0.8096  -0.6925  0.1305
C  -2.1789  -0.8209  -0.0131
H  -6.8334  0.0033  0.3632
H  -6.6697  -0.1027  -1.3899
H  -7.0602  -1.5534  -0.4511
H  -4.8282  -1.4491  0.6506
H  -4.6624  -1.5600  -1.1239
H  -2.9822  2.4400  -0.2835
H  -0.5365  2.6706  -0.0252
H  1.6079  -0.3178  0.3284
H  3.9659  2.2996  0.8612
H  4.9180  0.3129  1.8016
H  3.3024  0.4661  2.5324
H  5.6543  -0.5483  -2.6649
H  5.6565  -2.1171  -1.9105
H  -0.2033  -1.5786  0.2563
H  -2.6120  -1.8084  -0.0034

***

Record 4
A 2-piece molecular cluster, C3H7N2OP overall in a non-equilibrium geometry. Source: the Open Molecules 2025 dataset; level of theory: ωB97M-V/def2-TZVPD.

Output
**ΔE to the lowest compared entry with this formula, charge and spin**: 2.846 eV
**Gap between HOMO and LUMO (spin up / spin down)**: 7.1 / 7.1 eV
**Total charge**: 0
**Calculated total energy**: -644.4645 Ha
**HOMO level (spin up / spin down)**: -7.957 / -7.958 eV
**LUMO level (spin up / spin down)**: -0.8 / -0.8 eV
**Maximum force**: 3.571 eV Å⁻¹

Cartesian coordinates (Å):
C  -0.8601  -2.6692  0.6878
C  0.4005  -2.5367  1.5534
C  0.2100  1.0267  -0.9341
N  -0.3717  -1.4814  1.0179
N  -1.2859  1.7090  1.3319
O  1.3611  1.3189  1.6623
P  0.1520  0.9571  0.9490
H  0.4049  -2.6344  2.6118
H  1.4615  -2.8645  1.2776
H  -0.4216  0.1613  -1.1579
H  -0.2900  1.9900  -1.2417
H  1.2069  1.1911  -1.3304
H  -1.3856  1.8655  2.3656
H  -2.0859  1.6580  0.6942

***

What did the first record say?
One molecule with the formula C5H9NO. Source: the Open Molecules 2025 dataset; level of theory: ωB97M-V/def2-TZVPD.

Output
**ΔE to the lowest compared entry with this formula, charge and spin**: 3.592 eV
**Gap between HOMO and LUMO**: 7.9 eV
**Total charge**: 0
**Calculated total energy**: -325.8056 Ha
**HOMO level**: -7.025 eV
**LUMO level**: 0.9 eV
**Maximum force**: 0.428 eV Å⁻¹

Cartesian coordinates (Å):
C  1.5892  -1.0872  -0.1016
C  0.8936  0.2670  -0.0435
O  1.8795  1.2654  -0.1901
C  -0.3437  0.3530  -1.0031
N  -1.1836  0.2608  0.2247
C  -2.4478  -0.0856  0.3759
C  -0.1258  0.4471  1.0416
H  0.8513  -1.8996  -0.1337
H  2.2168  -1.2143  0.7851
H  2.2276  -1.1450  -0.9874
H  1.4945  2.0747  0.1748
H  -0.5338  -0.4824  -1.6882
H  -0.4437  1.3168  -1.5125
H  -2.7471  -0.3804  1.3759
H  -3.1598  -0.0022  -0.4389
H  -0.1673  0.3119  2.1211

***

The highest total charge belongs to which entry?
C3H7N2O

***

Among the records above, which one has the highest ΔE to the lowest compared entry with this formula, charge and spin?
C5H9NO

***

Which formula does entry 2 have?
C3H7N2O